The molecule C7H6O2S in a non-equilibrium geometry. Source: the OMol25 dataset; level of theory: wB97M-V/def2-TZVPD.

Properties
* LUMO level: 0.160 eV
* energy relative to the best compared isomer or geometry (same formula, charge and spin): 0.0 kJ/mol
* structure (SMILES): O=C(O)c1ccc(S)cc1
* E_HOMO: -8.6272 eV

The geometry in ORCA input format:
```
! RIJCOSX wB97M-V def2-TZVPD def2/J DEFGRID3
* xyz 0 1
O 3.09 1.09 0.23
C 2.41 0.07 -0.01
O 2.99 -1.12 -0.19
C 0.92 0.00 -0.02
C 0.19 1.12 -0.09
C -1.21 1.22 -0.13
C -1.95 -0.03 0.01
S -3.65 -0.15 0.00
C -1.18 -1.27 0.10
C 0.23 -1.28 0.11
H 3.94 -0.88 -0.31
H 0.73 2.25 0.07
H -1.83 2.09 -0.12
H -3.90 1.24 0.02
H -1.77 -2.10 0.09
H 0.96 -2.25 0.22
*
```